C29H27N7O2V | ωB97M-V/def2-TZVPD

Output
E_tot = -2599.140824 hartree
gap between HOMO and LUMO (spin up / spin down) = 6.6 / 4.8 eV
HOMO (spin up / spin down) = -6.97 / -5.28 eV
strongest force on any atom = 2.90 eV Å⁻¹

Geometry as ORCA input:
```
! wB97M-V def2-TZVPD RIJCOSX def2/J DEFGRID3
* xyz 0 2
V 0.4384 -0.1276 -0.0600
C -1.7660 -0.1039 -2.0845
C -2.1483 -1.5521 -1.9125
C -3.0803 -2.0807 -2.7958
C -3.6044 -3.3471 -2.6143
C -3.2728 -4.0320 -1.4593
C -2.3412 -3.5381 -0.5532
C -2.1739 -4.2829 0.7436
C -1.6592 -2.3335 -0.8462
N -0.5595 -1.8979 -0.0668
C 0.3693 -2.8574 0.2753
O 0.4771 -3.9933 -0.1770
C 1.3244 -2.3181 1.2887
C 2.1700 -2.9782 2.1540
C 2.8682 -2.2223 3.1021
C 2.6516 -0.8469 3.2001
C 1.7891 -0.2538 2.2989
N 1.2207 -0.9845 1.3336
C 1.2670 1.1430 2.2528
O 1.8051 2.0574 2.8735
N 0.1562 1.2206 1.4405
C -0.5652 2.4430 1.5852
C -0.8423 3.3380 0.5345
C -0.5824 3.0498 -0.9232
C -1.4009 4.5832 0.8151
C -1.7201 4.9612 2.1026
C -1.5666 4.0355 3.1197
C -1.0244 2.7828 2.8785
C -0.9736 1.8048 4.0218
H -2.6404 0.4688 -2.3926
H -0.9946 0.0432 -2.8439
H -1.4422 0.2974 -1.1201
H -3.4135 -1.4681 -3.6271
H -4.3012 -3.7643 -3.3297
H -3.7570 -4.9756 -1.2348
H -3.1112 -4.7823 0.9889
H -1.9113 -3.6052 1.5577
H -1.3873 -5.0325 0.6705
H 2.2736 -4.0526 2.0950
H 3.5525 -2.7102 3.7828
H 3.1305 -0.2434 3.9587
H -0.0163 2.1404 -1.0564
H -0.0238 3.8670 -1.3852
H -1.5309 2.9474 -1.4532
H -1.5625 5.2719 -0.0076
H -2.0975 5.9546 2.3088
H -1.8761 4.2833 4.1286
H -1.8222 1.9746 4.6843
H -0.0561 1.9253 4.5998
H -1.0106 0.7751 3.6644
N 2.2375 -0.4822 -3.7872
C 1.7365 -1.7609 -3.8718
C 1.1144 -2.0104 -2.6873
N 1.2140 -0.9074 -1.8818
C 1.9071 -0.0023 -2.5625
C 2.3213 1.1953 -1.8995
N 2.0224 1.3489 -0.6183
C 2.6373 2.5001 -0.2088
C 3.3078 3.0511 -1.2587
N 3.1019 2.2160 -2.3326
H 2.7775 -0.0211 -4.4965
H 1.8530 -2.3661 -4.7527
H 0.6092 -2.9085 -2.3689
H 2.5608 2.8540 0.8080
H 3.8891 3.9522 -1.3349
H 3.4522 2.3576 -3.2628
*
```